ORCA calculation (ωB97M-V with the def2-TZVPD basis set) on a 4-piece molecular cluster, C30H68N7O3 overall in a non-equilibrium geometry.

LUMO ... -0.1243 Eh
Charge ... +1
Total energy ... -48778.4320 eV

Each line ends with the Löwdin charge.
Element x y z (Å)
C -4.458 -3.265 -1.244  0.01
C -3.272 -3.182 -2.146  -0.50
O -3.325 -3.667 -3.258  0.09
N -2.063 -2.605 -1.675  0.03
C -1.954 -1.150 -1.934  -0.18
C -2.879 -0.349 -1.018  -0.21
C -2.274 0.944 -0.511  -0.21
C -3.272 1.653 0.407  -0.17
C -2.658 2.817 1.179  -0.25
C -3.786 3.710 1.781  -0.07
N -3.928 3.094 3.138  0.09
C -2.565 2.989 3.444  -0.35
N -2.084 3.443 4.541  0.17
C -0.655 3.416 4.892  -0.10
C -0.287 4.742 5.567  -0.06
C 1.167 5.121 5.411  -0.45
O 1.871 5.472 6.343  0.15
O 1.634 5.088 4.101  0.07
N -1.907 2.420 2.410  0.17
H -4.616 -2.370 -0.663  0.06
H -5.334 -3.409 -1.845  0.08
H -4.340 -4.063 -0.530  0.09
H -1.320 -3.058 -2.182  0.10
H -2.292 -0.998 -2.954  0.12
H -0.929 -0.844 -1.819  0.12
H -3.079 -0.965 -0.154  0.10
H -3.825 -0.138 -1.499  0.12
H -1.355 0.751 0.026  0.11
H -2.061 1.618 -1.332  0.12
H -3.690 0.896 1.059  0.12
H -4.051 2.052 -0.226  0.12
H -2.077 3.370 0.454  0.15
H -4.758 3.593 1.347  0.13
H -3.458 4.733 1.859  0.13
H -4.221 2.132 3.021  0.14
H -2.703 3.852 5.221  0.18
H -0.053 3.277 4.014  0.10
H -0.504 2.612 5.595  0.14
H -0.522 4.717 6.618  0.13
H -0.886 5.511 5.093  0.14
H 1.942 4.197 3.926  0.11
H -0.946 2.724 2.294  0.15
C 3.773 -5.091 -4.837  -0.09
C 2.268 -5.042 -4.619  -0.28
N 1.623 -6.330 -4.770  -0.20
C 0.175 -6.240 -4.828  -0.24
C -0.573 -5.736 -3.588  -0.08
C 2.161 -7.402 -3.952  -0.24
C 2.164 -7.216 -2.428  -0.08
H 4.011 -5.511 -5.814  0.08
H 4.182 -4.081 -4.792  0.07
H 4.280 -5.679 -4.072  0.06
H 1.841 -4.368 -5.368  0.11
H 2.070 -4.582 -3.636  0.10
H -0.224 -7.218 -5.108  0.12
H -0.079 -5.580 -5.664  0.10
H -0.625 -6.492 -2.805  0.06
H -1.600 -5.484 -3.857  0.06
H -0.115 -4.837 -3.171  0.05
H 3.188 -7.589 -4.274  0.10
H 1.625 -8.321 -4.200  0.12
H 2.491 -6.217 -2.134  0.06
H 2.853 -7.930 -1.973  0.07
H 1.184 -7.399 -1.989  0.05
C 3.275 8.084 12.777  -0.09
C 4.200 7.219 11.934  -0.27
N 3.567 6.010 11.443  -0.20
C 4.506 5.063 10.868  -0.25
C 5.265 5.470 9.598  -0.08
C 2.335 6.204 10.703  -0.25
C 2.379 7.083 9.444  -0.08
H 2.864 7.516 13.612  0.08
H 3.833 8.929 13.181  0.07
H 2.448 8.492 12.194  0.06
H 5.044 6.921 12.560  0.12
H 4.617 7.837 11.122  0.10
H 3.975 4.125 10.680  0.11
H 5.240 4.825 11.643  0.11
H 4.632 5.427 8.712  0.05
H 6.096 4.781 9.432  0.07
H 5.685 6.472 9.673  0.07
H 1.593 6.624 11.387  0.10
H 1.938 5.220 10.439  0.11
H 2.960 7.993 9.595  0.07
H 1.364 7.388 9.175  0.07
H 2.788 6.551 8.589  0.03
C -1.348 -5.202 -11.012  -0.09
C -1.106 -4.586 -9.643  -0.28
N -0.376 -3.333 -9.697  -0.20
C 0.083 -2.884 -8.398  -0.25
C -0.967 -2.509 -7.343  -0.09
C -0.946 -2.311 -10.557  -0.25
C -2.380 -1.842 -10.269  -0.08
H -0.408 -5.344 -11.547  0.08
H -1.824 -6.176 -10.896  0.07
H -2.009 -4.592 -11.628  0.06
H -0.511 -5.291 -9.057  0.12
H -2.074 -4.489 -9.125  0.10
H 0.758 -2.036 -8.544  0.11
H 0.711 -3.680 -7.983  0.10
H -1.421 -1.539 -7.546  0.05
H -0.490 -2.439 -6.362  0.06
H -1.759 -3.253 -7.265  0.07
H -0.908 -2.677 -11.585  0.10
H -0.277 -1.448 -10.548  0.11
H -3.050 -2.674 -10.051  0.07
H -2.778 -1.324 -11.144  0.07
H -2.423 -1.140 -9.438  0.05